Record 1
Below is a structure of composition C5H12NSe at a distorted geometry, with properties calculated with ωB97M-V/def2-TZVPD.

The geometry in XYZ format:
```
19
C5H12NSe ωB97M-V/def2-TZVPD
C 1.39 1.53 -0.63
C -0.07 1.38 -0.89
C 1.88 0.12 -0.37
C -0.70 0.24 -0.16
C -2.41 -1.99 0.71
N 0.97 -0.30 0.66
Se -1.59 -1.18 -0.92
H 1.91 2.06 -1.46
H 1.59 2.01 0.36
H -0.73 2.23 -0.54
H -0.32 1.27 -2.00
H 1.62 -0.49 -1.23
H 2.92 0.00 -0.10
H -1.22 0.48 0.78
H -1.90 -1.40 1.51
H -3.41 -2.07 0.59
H -1.95 -2.93 1.07
H 1.02 -1.27 1.12
H 0.99 0.33 1.52
```

Values from the calculation:
HOMO level (spin up / spin down)   -0.35101 / -0.55513 Ha
Energy above the lowest of the compared OMol25 structures with the same formula, charge and spin   0.0 kcal per mole
Molar mass   165.12 g mol⁻¹
Orbital gap (spin up / spin down)   0.2389 / 0.2806 hartree
Charge   +1
Spin multiplicity   3

***

Record 2
Below is the molecule C5H12O at a distorted geometry, with properties calculated with ωB97M-V/def2-TZVPD.

The geometry in XYZ format:
```
18
C5H12O ωB97M-V/def2-TZVPD
C -2.55 0.27 1.02
O -1.63 0.11 0.00
C -0.37 0.14 0.55
C 0.67 0.19 -0.60
C 0.77 -1.06 -1.52
C 2.03 0.50 0.00
H -1.98 1.13 1.72
H -2.59 -0.62 1.68
H -3.53 0.40 0.51
H -0.55 1.09 1.46
H -0.20 -0.72 1.22
H 0.36 1.02 -1.26
H -0.17 -1.30 -2.02
H 1.53 -0.89 -2.31
H 1.10 -1.96 -0.97
H 1.97 1.41 0.61
H 2.34 -0.33 0.66
H 2.80 0.63 -0.76
```

Values from the calculation:
HOMO level   -0.36342 Ha
Energy above the lowest of the compared OMol25 structures with the same formula, charge and spin   48.1 kcal per mole
SMILES string   COCC(C)C
Molar mass   88.15 g mol⁻¹
Orbital gap   0.4040 hartree
Charge   0
Spin multiplicity   1

***

Record 3
Below is the molecule C5H12O at a distorted geometry, with properties calculated with ωB97M-V/def2-TZVPD.

The geometry in XYZ format:
```
18
C5H12O ωB97M-V/def2-TZVPD
C -1.46 1.30 -0.22
C -0.75 -0.02 0.01
C -1.47 -1.22 -0.51
C 1.34 0.82 0.25
C 2.13 -0.24 0.95
O 0.56 0.03 -0.85
H -1.09 2.10 0.43
H -1.30 1.61 -1.26
H -2.54 1.17 -0.07
H -0.52 -0.14 1.08
H -0.87 -2.12 -0.34
H -2.42 -1.33 0.01
H -1.65 -1.10 -1.58
H 1.97 1.49 -0.33
H 2.74 0.28 1.70
H 2.81 -0.85 0.32
H 1.50 -0.96 1.51
H 1.02 -0.83 -1.09
```

Values from the calculation:
HOMO level   -0.23609 Ha
Energy above the lowest of the compared OMol25 structures with the same formula, charge and spin   108.1 kcal per mole
Molar mass   88.15 g mol⁻¹
Orbital gap   0.2638 hartree
Charge   0
Spin multiplicity   1

***

Record 4
Below is the molecule C5H12O, with properties calculated with ωB97M-V/def2-TZVPD.

The geometry in XYZ format:
```
18
C5H12O ωB97M-V/def2-TZVPD
C -1.49 -2.11 0.18
C -0.39 -1.31 -0.48
O -0.56 0.02 -0.06
C 0.61 0.80 -0.17
C 0.13 2.11 -0.81
C 1.28 0.75 1.21
H -2.43 -1.57 0.06
H -1.29 -2.20 1.25
H -1.59 -3.11 -0.26
H 0.60 -1.69 -0.18
H -0.44 -1.35 -1.58
H 1.30 0.33 -0.89
H 0.93 2.74 -1.21
H -0.49 2.70 -0.13
H -0.50 1.80 -1.65
H 1.05 -0.23 1.66
H 0.90 1.51 1.91
H 2.38 0.82 1.17
```

Values from the calculation:
HOMO level   -0.35145 Ha
Energy above the lowest of the compared OMol25 structures with the same formula, charge and spin   16.2 kcal per mole
SMILES string   CCOC(C)C
Molar mass   88.15 g mol⁻¹
Orbital gap   0.3937 hartree
Charge   0
Spin multiplicity   1

***

Record 5
Below is a cluster of 2 separate species, C5H12O in total at a distorted geometry, with properties calculated with ωB97M-V/def2-TZVPD.

The geometry in XYZ format:
```
18
C5H12O ωB97M-V/def2-TZVPD
C -0.38 -1.57 0.79
C -0.72 -0.98 2.21
C -0.55 -0.41 -0.21
C -1.41 0.32 1.84
C -0.63 0.85 0.66
H -1.04 -2.44 0.59
H 0.67 -1.93 0.76
H 0.24 -0.82 2.75
H -1.32 -1.70 2.81
H -1.51 -0.53 -0.75
H 0.27 -0.47 -0.96
H -1.28 1.01 2.70
H -2.49 0.09 1.76
H 0.41 1.10 0.94
H -1.02 1.70 0.06
O 3.35 2.24 -5.22
H 3.20 1.56 -5.92
H 4.21 1.98 -4.81
```

Values from the calculation:
HOMO level   -0.40057 Ha
Energy above the lowest of the compared OMol25 structures with the same formula, charge and spin   11.7 kcal per mole
SMILES string   C1CCCC1.O
Molar mass   88.15 g mol⁻¹
Orbital gap   0.4360 hartree
Charge   0
Spin multiplicity   1

***

Record 6
Below is the molecule C5H12O at a distorted geometry, with properties calculated with ωB97M-V/def2-TZVPD.

The geometry in XYZ format:
```
18
C5H12O ωB97M-V/def2-TZVPD
C 1.52 0.83 -0.31
O 2.02 -0.37 0.29
C 0.04 1.01 0.08
C -0.75 -0.27 0.37
C -2.22 0.08 0.66
C -0.70 -1.18 -0.88
H 2.08 1.63 0.16
H 1.56 0.76 -1.40
H 2.83 -0.67 -0.15
H 0.01 1.63 0.98
H -0.50 1.54 -0.70
H -0.30 -0.84 1.19
H -2.38 0.27 1.72
H -2.89 -0.72 0.35
H -2.42 1.06 0.23
H -1.30 -0.71 -1.67
H 0.32 -1.38 -1.20
H -1.14 -2.15 -0.65
```

Values from the calculation:
HOMO level   -0.37722 Ha
Energy above the lowest of the compared OMol25 structures with the same formula, charge and spin   14.8 kcal per mole
SMILES string   CC(C)CCO
Molar mass   88.15 g mol⁻¹
Orbital gap   0.4130 hartree
Charge   0
Spin multiplicity   1

***

Record 7
Below is the molecule C5H12O, with properties calculated with ωB97M-V/def2-TZVPD.

The geometry in XYZ format:
```
18
C5H12O ωB97M-V/def2-TZVPD
C -1.25 0.76 -1.32
C -0.47 -0.24 -0.46
C -1.43 -1.16 0.30
C 0.58 0.47 0.41
C 1.92 0.57 -0.32
O 2.56 -0.68 -0.48
H -0.59 1.52 -1.75
H -2.01 1.29 -0.73
H -1.76 0.26 -2.15
H 0.09 -0.90 -1.16
H -2.19 -0.60 0.85
H -0.89 -1.78 1.03
H -1.94 -1.83 -0.39
H 0.24 1.49 0.67
H 0.73 -0.06 1.36
H 2.63 1.20 0.23
H 1.76 1.05 -1.31
H 2.01 -1.22 -1.06
```

Values from the calculation:
HOMO level   -0.37637 Ha
Energy above the lowest of the compared OMol25 structures with the same formula, charge and spin   8.2 kcal per mole
SMILES string   CC(C)CCO
Molar mass   88.15 g mol⁻¹
Orbital gap   0.4147 hartree
Charge   0
Spin multiplicity   1

***

Record 8
Below is the molecule C5H12O, with properties calculated with ωB97M-V/def2-TZVPD.

The geometry in XYZ format:
```
18
C5H12O ωB97M-V/def2-TZVPD
C 1.25 1.61 0.34
C 1.03 0.10 0.46
C 0.02 -0.48 -0.53
C -0.14 -1.98 -0.30
C -1.32 0.25 -0.45
O -1.73 0.35 0.91
H 0.36 2.16 0.66
H 1.47 1.90 -0.69
H 2.08 1.94 0.97
H 1.99 -0.42 0.33
H 0.69 -0.13 1.48
H 0.40 -0.33 -1.55
H -0.52 -2.17 0.71
H -0.85 -2.43 -1.01
H 0.82 -2.50 -0.40
H -2.08 -0.29 -1.03
H -1.21 1.25 -0.89
H -2.25 1.15 0.99
```

Values from the calculation:
HOMO level   -0.37683 Ha
Energy above the lowest of the compared OMol25 structures with the same formula, charge and spin   6.4 kcal per mole
SMILES string   CC[C@@H](C)CO
Molar mass   88.15 g mol⁻¹
Orbital gap   0.4106 hartree
Charge   0
Spin multiplicity   1

***

Record 9
Below is a cluster of 2 separate species, C5H12O in total at a distorted geometry, with properties calculated with ωB97M-V/def2-TZVPD.

The geometry in XYZ format:
```
18
C5H12O ωB97M-V/def2-TZVPD
C -1.91 -0.62 0.48
C -0.41 -0.70 0.67
C 0.20 0.12 1.53
C 1.63 0.02 1.99
C 0.32 -1.72 -0.13
H -2.24 0.24 1.06
H -2.42 -1.54 0.79
H -2.20 -0.50 -0.56
H -0.38 0.85 2.07
H 2.15 0.96 1.74
H 1.56 0.03 3.08
H 2.20 -0.82 1.69
H -0.09 -2.70 0.03
H 1.38 -1.79 0.07
H 0.36 -1.73 -1.22
H -0.37 3.01 -3.14
H 0.14 1.63 -3.11
O 0.15 2.40 -3.68
```

Values from the calculation:
HOMO level   -0.32869 Ha
Energy above the lowest of the compared OMol25 structures with the same formula, charge and spin   23.0 kcal per mole
SMILES string   CC=C(C)C.O
Molar mass   88.15 g mol⁻¹
Orbital gap   0.3520 hartree
Charge   0
Spin multiplicity   1

***

Record 10
Below is a cluster of 2 separate species, C5H12O in total at a distorted geometry, with properties calculated with ωB97M-V/def2-TZVPD.

The geometry in XYZ format:
```
18
C5H12O ωB97M-V/def2-TZVPD
C 0.86 1.09 0.82
C 0.51 -0.02 1.71
C -0.59 0.08 0.62
C -0.72 -1.16 -0.26
C 0.46 -1.34 -1.22
O -0.47 2.01 -1.25
H -1.10 2.62 -1.64
H 1.55 0.99 -0.01
H 0.67 2.11 1.12
H 0.19 0.22 2.71
H 1.13 -0.90 1.65
H -0.75 1.15 -0.47
H -1.52 0.40 1.09
H -0.84 -2.05 0.36
H -1.64 -1.04 -0.85
H 0.57 -0.45 -1.84
H 0.28 -2.20 -1.87
H 1.39 -1.51 -0.68
```

Values from the calculation:
HOMO level   -0.34133 Ha
Energy above the lowest of the compared OMol25 structures with the same formula, charge and spin   68.9 kcal per mole
SMILES string   CCC1CC1.O
Molar mass   88.15 g mol⁻¹
Orbital gap   0.3805 hartree
Charge   0
Spin multiplicity   1

***

Record 11
Below is a structure of composition C5H12O, with properties calculated with ωB97M-V/def2-TZVPD.

The geometry in XYZ format:
```
18
C5H12O ωB97M-V/def2-TZVPD
C -2.04 0.87 0.44
C -0.76 1.38 -0.15
C 0.50 -0.39 0.18
C 1.97 -0.08 0.21
C 0.20 -1.86 0.11
O -0.01 0.18 -1.26
H -2.47 0.10 -0.21
H -2.78 1.69 0.48
H -1.88 0.44 1.43
H -0.06 1.85 0.55
H -0.95 2.05 -1.01
H 2.42 -0.51 1.11
H 2.19 1.00 0.24
H 2.52 -0.51 -0.66
H 0.55 -2.35 1.03
H 0.70 -2.35 -0.75
H -0.88 -2.05 0.02
H 0.76 0.53 -1.76
```

Values from the calculation:
HOMO level   -0.24099 Ha
Energy above the lowest of the compared OMol25 structures with the same formula, charge and spin   122.5 kcal per mole
Molar mass   88.15 g mol⁻¹
Orbital gap   0.2759 hartree
Charge   0
Spin multiplicity   1

***

Record 12
Below is the molecule C5H12O at a distorted geometry, with properties calculated with ωB97M-V/def2-TZVPD.

The geometry in XYZ format:
```
18
C5H12O ωB97M-V/def2-TZVPD
C -0.44 1.07 -2.07
C 0.35 1.29 -0.78
C 0.97 -0.04 -0.34
C 1.07 -0.43 1.13
O 0.13 -1.60 1.19
C -1.18 -1.37 1.67
H 0.22 0.70 -2.87
H -0.92 1.99 -2.43
H -1.22 0.32 -1.92
H -0.34 1.65 0.00
H 1.08 2.09 -0.93
H 0.25 -0.90 -0.41
H 1.87 -0.29 -0.93
H 2.04 -0.84 1.43
H 0.75 0.35 1.83
H -1.88 -2.12 1.27
H -1.58 -0.38 1.40
H -1.17 -1.47 2.76
```

Values from the calculation:
HOMO level   -0.35139 Ha
Energy above the lowest of the compared OMol25 structures with the same formula, charge and spin   40.6 kcal per mole
SMILES string   CCCCOC
Molar mass   88.15 g mol⁻¹
Orbital gap   0.3930 hartree
Charge   0
Spin multiplicity   1